# 1
# C13H33NO9Sr2

A molecular structure, C13H33NO9Sr2 (ωB97M-V/def2-TZVPD, the OMol25 dataset).

Cartesian coordinates (Å):
H -1.1263 -0.0661 -2.1126
O -0.4733 0.1617 -2.7797
H 1.3484 -4.7307 -0.2767
H 0.3519 4.3142 1.6436
C 0.7591 1.6053 2.0023
H 1.7410 -0.5866 0.6670
C 2.6174 1.9946 0.3145
H -1.0356 -2.3723 4.5068
H -1.6644 -2.2445 2.8756
C 1.1422 0.0730 0.0353
Sr -2.3245 -6.4786 -1.7618
C -0.4662 4.2034 -1.7119
H 0.1066 -0.2731 0.1437
H 1.1556 0.7366 2.5324
C 2.7796 3.5227 0.2660
H -0.3357 5.2710 -1.8672
O 0.8660 -4.0708 2.7796
H -0.2818 5.5279 0.5553
H -1.1525 -2.8618 -4.5613
O -3.4099 -1.3437 -2.4044
H 3.7876 3.8332 -0.0075
O -0.9959 1.7898 -0.5263
H -3.5004 -2.1405 -1.8679
H 1.8769 5.2647 -0.7259
N 0.3280 2.2939 -0.3951
H 3.0122 1.5907 -0.6154
H -0.0282 -1.7283 3.1365
H -1.6665 -2.0176 0.3256
C -0.7635 -2.4603 3.4586
H -1.2665 4.1121 0.8909
O -1.8068 -3.2237 -3.9546
H 1.2507 2.4497 2.4864
H -1.5260 3.9839 -1.5847
H -0.1564 1.0259 -2.4841
H 3.1625 1.6976 1.2127
C 1.1560 1.5357 0.5204
H 2.0669 3.8605 -1.7275
C -0.9051 -2.5914 -0.1960
H 2.0950 -4.3410 1.0034
H -0.3215 1.6736 2.1199
C -0.2388 4.4539 0.7419
C -1.5318 -3.8947 -0.5607
H -0.5745 -2.1117 -1.1205
H -1.4359 1.9506 0.3248
C 0.3585 3.7430 -0.5103
H 1.4236 -0.0150 -1.0093
O -2.6764 -3.9141 -1.0454
H -2.1531 -2.4425 -3.4880
H -0.0153 -2.6773 0.4259
Sr 0.0700 -6.4446 1.7719
C 1.8127 4.1772 -0.7036
O -0.8834 -5.0270 -0.3651
O -1.1769 -4.8080 3.1826
H -0.1638 3.6614 -2.6138
C -0.3209 -3.8463 3.1373
H -3.3889 -0.6127 -1.7785
H 2.5900 3.9122 1.2750
O 1.9086 -5.0952 0.4198

Output
Gap between HOMO and LUMO in eV: 3.09
E_LUMO in eV: -9.04
HOMO level in eV: -12.129
Charge: +2

=====

# 2
# C5H12N

2 unconnected molecules or ions with the total composition C5H12N (ωB97M-V/def2-TZVPD, the OMol25 dataset).

Cartesian coordinates (Å):
C 0.2733 -0.6145 0.4434
H -0.1927 -0.1643 3.0815
C -1.2454 1.4312 0.5418
H 0.7161 -1.5269 0.6962
H 1.4079 0.3048 2.5204
H -0.6296 -2.2550 -1.7665
H -1.6734 1.2712 -0.3816
H 1.4016 -0.6457 -3.2757
C -0.1824 0.5076 0.9931
H -0.0662 1.5072 2.7968
N 1.1279 -0.8229 -2.2236
H 1.1613 0.0675 -1.7996
C 0.2964 0.5192 2.4117
H -0.9946 -0.5756 -2.2767
H 1.8706 -1.3681 -1.8391
H -1.0392 2.4512 0.6793
C -0.2638 -1.2362 -1.8015
H -1.9678 1.1490 1.2001

Output
Gap between HOMO and LUMO in eV: 9.64
E_LUMO in eV: -3.70
Relative energy (zero: lowest compared OMol25 entry of this formula, charge and spin) in kJ/mol: 507.5
HOMO level in eV: -13.337
Charge: +1

=====

# 3
# C29H22ClIN6ORh

A molecular structure, C29H22ClIN6ORh (ωB97M-V/def2-TZVPD, the OMol25 dataset).

Cartesian coordinates (Å):
C 4.5070 -4.0743 -0.1298
N -0.8211 1.1029 -0.1754
H -2.6691 2.3598 1.2073
N -0.3957 -1.1809 -1.5144
C -0.7569 2.4581 -0.5307
N 1.5192 -2.0517 0.4043
H 1.2614 5.1838 -0.4096
C -1.7853 3.0255 -1.2944
C -4.3627 -0.5687 1.2768
C 0.8255 -4.5422 0.6415
Cl 5.1860 -5.6091 0.2016
H 3.4026 0.5129 1.4503
H -4.7372 1.3925 2.0959
H -1.6046 -4.9556 -1.2439
C 2.8799 1.4489 1.3487
H -2.5438 4.7431 -2.2976
C 2.1295 3.5073 1.4990
C -3.4882 -1.3280 0.5250
C 0.3870 4.5899 -0.6426
H 1.8857 4.5309 1.7211
H -5.9062 -2.0678 1.3272
Rh 0.7506 0.0532 -0.5902
I 6.0647 -0.4236 -1.8508
H -2.6240 2.4021 -1.5732
H -0.3089 -2.6365 1.2680
C 0.3382 3.2719 -0.2082
C 2.6348 -2.5035 -0.0606
H 2.6211 -5.7331 1.0000
C -1.9725 -2.9076 -1.1353
C -0.6430 5.1484 -1.3859
N 1.8649 1.5405 0.5039
O 2.9102 -0.4761 -1.1757
H -1.5482 6.9942 -2.0082
C -2.3125 -0.7942 -0.0325
C -1.7336 4.3398 -1.7035
C 0.4983 -2.9691 0.6314
H -6.4119 -0.4794 1.9115
C 4.8479 -1.8230 -0.9809
C 3.0899 2.6694 2.0036
H 0.2010 -5.1575 1.2743
H 0.0027 7.1921 -1.1877
N -1.5080 -1.5939 -0.8430
H -3.7147 -2.3742 0.3847
C 5.3271 -3.0844 -0.6365
N 1.4071 2.8024 0.5963
C -5.5859 -1.1891 1.8848
C -2.0108 0.5624 0.2351
H 6.3692 -3.3209 -0.8033
H -2.9871 -2.9795 -1.5067
H -0.0514 6.6014 -2.8460
C 0.1905 -3.8460 -0.5282
C 3.1010 -3.8692 0.1004
C 3.4706 -1.5012 -0.7651
C -2.9188 1.3283 0.9986
H 3.8310 2.9053 2.7456
H -5.3872 -1.4992 2.9129
H 0.8843 -3.6886 -1.3497
C -4.0683 0.7850 1.5005
C -0.5567 6.5632 -1.8790
C 2.2401 -4.8017 0.6014
C -1.2149 -3.9854 -0.9630

Output
Gap between HOMO and LUMO (alpha / beta) in eV: 5.61 / 5.52
Expectation value of S²: 6.06
E_LUMO (alpha / beta) in eV: -3.74 / -4.94
HOMO level (alpha / beta) in eV: -9.346 / -10.455
Charge: +1
2S+1: 5

=====

# 4
# C14H22O11Rb

A molecular structure, C14H22O11Rb (ωB97M-V/def2-TZVPD, the OMol25 dataset).

Cartesian coordinates (Å):
O 3.6075 23.6787 -26.7811
O 6.6788 25.4316 -21.9741
C 7.7989 19.5351 -23.2909
O 8.8262 18.6601 -23.3021
H 8.0131 20.6006 -27.0979
H 5.3121 30.6510 -21.9833
H 7.5515 18.5084 -26.0155
H 9.4487 19.6060 -27.2392
O 6.6405 27.6221 -21.4590
H 6.9092 30.3716 -21.3077
C 9.2835 18.4629 -24.6525
C 2.5199 22.1278 -22.1096
H 1.8104 23.2365 -20.4680
C 2.8056 23.1287 -20.9690
H 3.3247 22.4432 -25.0785
H 5.3653 21.5276 -26.3763
H 6.0887 23.1281 -26.2196
O 7.2360 19.9182 -22.3268
H 5.8444 22.1734 -24.7897
C 4.4617 28.0019 -22.1863
H 3.7728 24.1321 -23.6378
H 3.5121 28.0479 -21.6625
C 6.1139 26.4736 -21.9323
C 5.3891 22.4163 -25.7520
H 1.5711 22.5145 -22.5932
C 4.0793 23.1065 -25.5114
H 9.3351 17.3863 -24.8021
O 2.7531 25.6472 -27.4439
C 8.2450 19.1861 -25.5147
C 4.1858 24.3438 -24.6238
H 5.2830 28.7581 -20.3339
C 5.6204 28.6189 -21.3654
H 6.5129 29.7739 -22.9272
O 3.4013 25.3361 -25.3156
O 3.4311 21.9169 -23.1346
O 3.7392 22.8268 -20.0026
C 6.1261 29.9227 -21.9162
H 2.1258 21.1849 -21.6566
C 3.2163 24.9472 -26.5953
H 10.2807 18.8895 -24.7709
H 4.3632 28.5082 -23.1516
Rb 6.0152 22.5325 -21.9419
H 3.0176 24.1152 -21.4724
O 4.8632 26.6585 -22.3738
H 9.4295 20.9055 -26.0280
H 5.2121 24.7198 -24.5161
C 8.8237 20.1518 -26.5270
O 7.4866 19.9258 -24.5458

Output
Gap between HOMO and LUMO in eV: 3.69
E_LUMO in eV: 1.79
Relative energy (zero: lowest compared OMol25 entry of this formula, charge and spin) in kJ/mol: 49.1
HOMO level in eV: -1.903
Charge: -1

=====

# 5
# C5H10N2O3

C5H10N2O3 in the gas phase (ωB97M-V/def2-TZVPD, the OMol25 dataset).

Cartesian coordinates (Å):
N -2.1866 1.1841 -0.3166
O 2.6402 -1.2436 -1.0741
C 1.0132 -0.0779 0.2305
H 1.3079 1.9154 -0.4570
H -1.3701 1.5733 0.0497
H -1.7784 -1.7631 1.0226
N 0.6767 1.1280 -0.5594
C -1.3171 -0.8429 0.6960
H 2.9168 1.0126 0.9928
O -3.3128 -0.7562 -0.6447
O 3.3457 0.5122 0.2519
C -2.3998 -0.1345 -0.1040
H -1.1175 -0.2568 1.6396
H -2.9411 1.7508 -0.6888
H -0.1875 -1.3825 -1.0537
H 1.0729 0.2028 1.2479
H 0.3579 -2.1090 0.5006
C 2.4150 -0.4174 -0.2069
C -0.0167 -1.1834 0.0083
H 0.8813 0.8881 -1.5348

Output
Gap between HOMO and LUMO in eV: 9.74
E_LUMO in eV: 0.16
Relative energy (zero: lowest compared OMol25 entry of this formula, charge and spin) in kJ/mol: 86.9
HOMO level in eV: -9.574

=====

# 6
# C3H9NO4

2 unconnected molecules or ions with the total composition C3H9NO4 (ωB97M-V/def2-TZVPD, the OMol25 dataset).

Cartesian coordinates (Å):
C -1.1375 0.1411 0.9770
C 0.7656 1.3275 -0.0044
O -1.9740 0.9999 0.9402
H 0.1942 2.2563 0.0983
H 1.0565 -1.4935 1.7066
H 2.0582 -1.0738 -2.2306
C 0.3907 0.3553 1.0944
H 1.8378 1.4353 -0.1182
H 0.5180 0.7203 2.1124
H 0.6611 -0.9109 -2.8348
H 0.9406 -1.3624 0.1264
N 1.2087 -0.8388 0.9499
O 1.5353 -1.2621 -3.0165
O 0.2710 0.6891 -1.1947
H 0.3306 1.3103 -1.9269
H -2.3432 -1.3733 0.8492
O -1.4447 -1.1706 1.1424

Output
Gap between HOMO and LUMO in eV: 10.18
E_LUMO in eV: 0.53
Relative energy (zero: lowest compared OMol25 entry of this formula, charge and spin) in kJ/mol: 32.7
HOMO level in eV: -9.651

=====

| no. | strongest force on any atom (eV Å⁻¹) | calculated total energy (eV) |
| --- | --- | --- |
| 1 | 2.924 | -35593.8477 |
| 2 | 4.673 | -6858.2989 |
| 3 | 0.359 | -65038.9244 |
| 4 | 1.545 | -38052.6416 |
| 5 | 2.292 | -14470.2512 |
| 6 | 1.162 | -12937.0661 |